No. 1
Formula: CH8N2O3
Source: the Open Molecules 2025 dataset
Level of theory: ωB97M-V/def2-TZVPD

Structure (XYZ):
```
14
Properties=species:S:1:pos:R:3:forces:R:3
O 0.9817 -0.9820 -2.0505 0.367 -1.206 -1.109
O 1.1099 0.1101 0.7189 -0.659 0.117 -0.414
O -0.2093 1.9579 -1.7370 0.492 0.473 -2.926
N -1.2031 0.2823 0.6686 1.329 -1.195 1.537
N 0.0108 -0.9427 2.3548 -0.141 -0.170 -1.314
C 0.0251 -0.1933 1.2055 0.128 0.940 -0.282
H 0.6324 1.7407 -1.2950 -0.181 0.008 -0.664
H 0.9139 -1.2043 2.7137 -0.111 0.162 -0.010
H 0.5473 -0.7922 -1.2156 0.139 -0.361 0.242
H -1.0951 1.0409 0.0216 -0.139 -0.106 -0.582
H -0.7378 -0.7987 2.9688 -0.914 -0.036 0.984
H -0.0378 2.0619 -2.7753 -0.244 -0.560 3.783
H 1.0767 -1.9584 -2.2085 -0.369 1.586 0.718
H -2.0148 -0.3223 0.6300 0.304 0.348 0.039
```
Positions in Å, forces in eV/Å.

The value obtained for the energy is -378.15636 Ha. The molar mass is 96.086 g mol⁻¹. The value obtained for the HOMO energy is -10.06 eV. The frontier orbital gap is 10.771 eV. The SMILES is NC(N)=O.O.O. The net charge is 0. Its energy above the lowest of the compared OMol25 structures with the same formula, charge and spin is 19.56 kcal/mol.

***

No. 2
Formula: C10H15O4P
Source: the Open Molecules 2025 dataset
Level of theory: ωB97M-V/def2-TZVPD

Structure (XYZ):
```
30
Properties=species:S:1:pos:R:3:forces:R:3
P -1.3383 -1.3735 -2.8785 1.129 -1.909 -3.884
O -0.4979 -1.0673 -4.1390 -1.392 0.999 1.657
O -3.0231 -1.5896 -3.4126 2.087 -3.541 0.893
O -0.9399 -2.7715 -2.4079 -1.089 0.469 0.890
O -1.4552 -0.2758 -1.7743 -0.112 0.591 -0.383
C 1.6528 1.4376 -1.5020 2.653 0.392 2.212
C 0.7110 2.3964 -0.8215 -1.979 0.144 -1.520
C -2.5272 -0.5506 0.7371 0.314 -0.453 0.142
C 0.1842 -1.5145 -0.0910 0.472 1.162 -1.723
C 1.0798 -2.1744 0.8631 1.122 -0.531 2.015
C -0.0715 -0.0596 -0.0372 -1.878 -0.561 1.305
C 0.6480 0.9650 -0.5714 0.000 0.226 -0.989
C 1.5236 -2.0401 -0.5437 0.785 1.899 0.143
C -1.7172 -0.7771 1.9311 0.279 2.581 -0.653
C -1.1966 0.2632 0.8879 -1.597 0.729 -0.251
H -2.5895 -1.3346 0.0019 0.054 0.186 -0.223
H 1.4761 1.4081 -2.5106 -0.345 -0.844 -2.418
H 1.0442 3.0330 -0.0878 1.073 1.250 2.028
H 0.7453 -3.1962 1.1285 0.456 0.712 0.288
H -1.0342 -1.5476 1.9829 0.778 -1.830 0.501
H -3.4632 -0.0562 0.9574 0.065 0.371 -0.386
H 1.5849 -2.8645 -1.1395 -0.730 -2.385 -1.394
H -2.0851 -0.2863 2.8020 0.044 -0.090 0.847
H 2.3878 -1.4385 -0.8834 -0.800 0.502 0.872
H 2.7848 1.4623 -1.2222 -2.020 -0.117 -0.302
H 1.6455 -1.5570 1.6375 -1.072 -0.942 -0.893
H -2.9268 -2.6735 -3.4227 -0.468 4.024 0.079
H -1.4132 1.3467 1.0565 0.525 -1.076 -0.038
H -0.7267 -1.9476 -0.5328 0.926 -0.726 0.625
H -0.0527 2.9584 -1.4415 0.721 -1.234 0.557
```
Positions in Å, forces in eV/Å.

The spin multiplicity is 3. The value obtained for the energy is -1032.13680 Ha. The molar mass is 230.200 g mol⁻¹. The value obtained for the HOMO energy (alpha / beta) is 3.34 / -1.49 eV. The frontier orbital gap (alpha / beta) is 2.352 / 5.192 eV. The net charge is -2.

***

No. 3
Formula: C15H37N3O7Sr
Source: the Open Molecules 2025 dataset
Level of theory: ωB97M-V/def2-TZVPD

Structure (XYZ):
```
63
Properties=species:S:1:pos:R:3:forces:R:3
Sr -0.6189 -1.1630 0.1194 0.632 -0.320 -1.150
O 4.0614 0.9365 -1.3931 -1.252 -1.702 0.151
O -2.2299 -3.0282 -3.3511 -0.514 -0.926 -1.595
O -0.6757 -2.8477 -1.8150 3.474 -2.399 0.795
O -2.2342 -1.4882 -1.8999 -2.886 3.846 0.896
O -2.3372 -2.0016 1.6428 1.862 -0.816 0.648
O 1.3050 0.5957 1.2450 0.417 -1.155 -0.214
O -2.9147 3.0534 -1.8225 0.680 -0.761 -0.496
N 1.5612 -0.5721 -1.3302 1.233 -0.697 -0.379
N -1.2845 1.2783 0.1062 -0.035 1.358 -0.548
N 0.4507 -2.2791 2.1968 1.809 -0.265 -2.628
C -0.6290 2.1193 1.1240 0.158 -1.280 -0.234
C 2.8406 -1.1720 -1.8346 0.430 0.054 1.826
C 2.6900 0.5744 1.6541 -0.266 -0.606 1.675
C -1.9221 -2.8069 2.7665 1.015 1.664 1.023
C -3.6466 3.9939 -2.6111 0.605 0.079 1.347
C 2.5076 -2.2216 -2.8477 -0.055 -0.786 -0.886
C -2.7145 1.4758 -0.0295 -1.740 0.563 0.056
C 3.9098 -0.1746 -2.2946 -0.760 0.008 0.002
C -0.3204 -0.9788 4.0492 -1.543 -1.145 -0.254
C -1.6832 -2.4642 -2.3791 -0.040 -0.347 0.447
C -0.4456 -2.3474 3.2630 -1.723 0.175 2.362
C -3.5696 -2.3940 1.1470 -1.829 1.352 -1.184
C -3.2259 2.9511 -0.4539 0.573 -1.680 -0.150
C 0.8671 1.9010 1.0641 -0.264 1.904 0.789
C 4.7467 1.9125 -2.0621 0.837 1.522 -1.237
H -3.3331 4.9708 -2.2429 -0.216 0.427 -0.455
H 3.3612 -1.5523 -0.9557 -0.497 -0.751 0.351
H -2.6937 3.7088 0.1212 -0.267 0.289 0.160
H 1.8925 -3.0618 -2.5256 -0.378 0.504 0.615
H 1.8354 0.1465 -0.6756 -0.182 0.542 -0.345
H 4.8751 2.8232 -1.4771 -0.053 -0.248 0.285
H 1.2256 2.3410 0.1335 0.503 0.009 -0.102
H -3.3587 3.8459 -3.6519 -0.216 -0.007 0.195
H 0.0124 -3.1231 3.8767 -1.122 -0.279 0.881
H 3.6144 0.1399 -3.2955 0.258 0.558 -0.218
H -4.7124 3.8776 -2.4146 -0.156 -0.058 -0.364
H 1.9588 -1.7295 -3.6507 -0.056 -0.091 -0.263
H 1.3547 -2.0796 2.6005 0.293 0.567 -0.158
H 4.8738 -0.6822 -2.3302 0.023 -0.202 -0.313
H 3.2673 1.4466 1.3473 -0.045 -0.427 -0.600
H -4.3414 -2.2624 1.9053 -0.047 -0.768 0.246
H 3.1508 -0.4073 1.5439 -0.039 0.109 -1.508
H 0.6147 -3.2221 1.8746 -0.101 -0.491 -0.516
H 3.3284 -2.7750 -3.3038 0.561 0.628 0.015
H -3.6060 -3.3084 0.5549 0.240 -0.418 0.613
H 2.7456 0.5384 2.7421 -0.498 0.838 0.519
H -3.1396 1.0337 0.8716 -0.716 0.538 0.108
H -0.9592 -0.2456 3.5568 0.220 0.271 -0.077
H 1.0846 -0.2087 -2.1432 -0.176 0.538 -0.124
H -1.0772 1.6290 -0.8179 1.445 0.169 -0.426
H 0.6999 -0.6090 4.1503 0.010 -0.206 -0.306
H 1.2238 2.4393 1.9422 0.389 0.700 -0.272
H -0.8566 3.1786 1.0052 0.172 0.038 0.087
H -3.8429 -1.6215 0.4282 0.041 0.054 -0.276
H 4.2256 2.1846 -2.9800 -0.293 0.279 -0.141
H -1.9743 -3.8755 2.5580 0.217 -0.008 -0.292
H -2.6892 -2.5596 3.5003 0.323 -0.373 0.639
H -4.3093 3.0359 -0.3689 -0.069 -0.072 0.623
H -0.9331 1.7909 2.1179 -0.495 0.019 0.010
H -3.0008 0.8567 -0.8797 -0.287 -0.140 0.050
H 5.7177 1.5770 -2.4263 0.390 -0.124 0.290
H -0.7229 -1.0932 5.0557 0.003 -0.053 0.007
```
Positions in Å, forces in eV/Å.

The spin multiplicity is 2. The value obtained for the energy is -1315.14069 Ha. The molar mass is 459.095 g mol⁻¹. The value obtained for the HOMO energy (alpha / beta) is -12.32 / -12.15 eV. The frontier orbital gap (alpha / beta) is 9.954 / 8.094 eV. The net charge is +1. Its energy above the lowest of the compared OMol25 structures with the same formula, charge and spin is 24.32 kcal/mol.